[1]
Formula: C33H77N9O11Pt
Source: OMol25
Level of theory: ωB97M-V/def2-TZVPD

```
131
Properties=species:S:1:pos:R:3:lowdin_charge:R:1
O -0.808 1.258 -1.462 0.06
H -9.403 -0.095 -1.270 0.08
H 7.633 -4.387 3.529 0.09
C 1.041 -0.481 -1.410 -0.06
H 0.517 0.891 0.897 0.08
H -5.136 6.777 4.470 0.08
H 9.228 2.425 -0.518 0.08
C -0.332 0.030 -0.889 -0.51
H -4.324 -5.383 1.119 0.09
N 7.298 -6.828 -2.757 -0.19
C 5.705 -4.784 5.387 -0.42
C -5.304 -5.312 1.590 -0.05
H -4.126 4.522 3.189 0.08
C 2.416 4.639 -5.975 -0.03
H -4.695 4.470 1.536 0.08
H -7.334 -4.965 3.215 0.08
O -7.465 1.450 -2.443 0.05
O -2.057 3.339 7.618 -0.05
H 9.008 0.788 -0.108 0.09
O -0.929 -4.107 -7.988 0.02
N -3.243 1.426 7.935 -0.22
H -3.595 -6.368 -8.101 0.09
H -0.914 -4.548 -5.928 0.13
H 2.536 4.558 -7.056 0.09
H 9.750 1.126 -1.663 0.09
C 5.868 -6.376 -2.700 -0.02
H 4.343 -3.765 2.514 0.07
H 8.299 -5.316 -3.628 0.09
C 1.683 5.644 2.563 -0.09
C -2.973 -5.504 -5.393 -0.05
H -10.390 0.880 -2.368 0.07
H -0.024 -0.714 1.177 0.08
H -5.084 1.837 8.751 0.09
H 3.441 -3.450 3.936 0.09
N -4.682 6.343 2.489 -0.19
H -5.480 -4.236 1.612 0.09
H -8.107 -1.893 -3.267 0.07
O 0.473 8.865 1.683 0.02
Pt -3.976 3.698 -3.501 0.00
C 7.172 0.350 -2.169 -0.06
C -4.440 -6.187 3.730 -0.36
H 2.338 7.343 4.640 0.08
H 0.677 7.281 4.544 0.08
C 6.620 -4.204 3.171 -0.06
C -4.898 4.898 2.518 -0.05
C -3.618 0.063 7.471 -0.04
H 5.463 -6.204 -1.702 0.08
H 0.963 -0.624 -2.488 0.07
C -4.031 1.939 9.011 -0.06
O 6.694 -5.147 5.886 0.07
H -6.090 -5.682 0.931 0.09
H -0.979 -0.842 -0.985 0.12
C -3.520 -5.316 -7.829 -0.05
H 1.349 -1.432 -0.975 0.08
H -2.176 -6.207 -5.151 0.08
H -3.301 -4.687 -8.692 0.09
H -6.877 -6.124 4.501 0.09
H 1.128 7.221 0.603 0.14
C 3.279 6.919 -5.505 -0.06
H 3.268 4.185 -5.469 0.08
H 8.853 -8.039 -2.107 0.14
C -6.842 -5.914 3.432 -0.08
H 3.978 6.568 -4.746 0.09
N -2.618 -4.980 -6.726 -0.19
H -3.870 -6.118 -5.472 0.08
C 1.534 7.602 3.951 -0.04
H -3.875 1.378 9.932 0.09
C 4.213 -4.109 3.540 -0.05
H 5.248 -7.138 -3.172 0.09
H -4.663 8.245 3.630 0.08
C -4.470 7.175 3.705 -0.06
C 7.810 -7.738 -1.925 -0.37
H 1.037 7.504 -4.955 0.13
H -4.744 -6.510 4.738 0.13
C 8.983 1.461 -0.965 -0.04
N -5.487 -5.844 2.934 -0.19
O 7.591 3.780 -1.442 0.03
H -7.581 -6.442 2.830 0.08
H 3.847 7.099 -6.417 0.09
C 0.941 6.476 -5.336 -0.38
H 4.763 -5.060 5.885 0.13
H 4.002 -5.174 3.440 0.09
H -1.164 0.383 1.165 0.08
H -4.614 0.288 7.090 0.08
H -1.776 1.513 6.520 0.13
H 1.795 0.287 -1.240 0.08
H -6.821 -1.201 -2.358 0.06
N 7.660 1.594 -1.580 -0.19
H 9.134 -6.775 -3.850 0.08
H 2.672 5.346 2.909 0.09
H 1.043 5.174 3.310 0.09
H -5.902 4.637 2.853 0.08
N 2.131 6.036 -5.603 -0.18
H -3.145 -4.745 -4.629 0.09
H 1.625 3.964 -5.649 0.09
H 7.669 -6.623 -4.824 0.09
H 6.992 -0.364 -1.366 0.08
C -4.409 7.006 1.288 -0.28
O -4.282 6.486 0.149 -0.03
O -3.317 -6.063 3.361 0.04
H -8.434 0.728 -4.019 0.14
C 8.124 -6.365 -3.868 -0.07
H 1.534 8.692 3.934 0.08
O -0.126 5.852 -5.385 0.00
H 7.972 -0.034 -2.802 0.08
H -6.709 -0.939 -3.954 0.07
H 1.503 5.215 1.577 0.09
C -8.220 0.406 -3.000 -0.48
N 5.541 -4.182 4.189 -0.18
C -7.489 -0.999 -3.195 -0.06
C 1.015 7.790 1.539 -0.35
H -10.049 -0.776 -2.645 0.07
H 6.267 0.432 -2.772 0.08
C -1.394 -4.449 -6.913 -0.35
H -3.748 2.973 9.210 0.09
H 3.030 7.925 -5.165 0.08
C -9.580 0.152 -2.317 -0.07
N 1.479 7.045 2.562 -0.19
H 5.761 -5.426 -3.223 0.08
H -3.728 -0.592 8.336 0.09
H 6.488 -4.754 2.239 0.08
H -3.078 -0.378 6.633 0.09
O 7.059 -8.182 -1.088 0.01
C -0.254 0.181 0.599 -0.09
H -3.479 7.150 4.160 0.08
H -4.560 -5.142 -7.552 0.08
H 5.980 2.729 -2.051 0.14
C 7.010 2.765 -1.664 -0.37
C -2.281 2.136 7.275 -0.28
H -4.091 8.054 1.399 0.13
H 6.637 -3.168 2.834 0.08
```

E_LUMO (alpha / beta)   -0.34 / -1.49 eV
2S+1   3
DFT total energy   -2742.82614 a.u.
Maximum force   4.4 eV/A
Relative energy (zero: lowest compared OMol25 entry of this formula, charge and spin)   220.81 kcal/mol
Orbital gap (alpha / beta)   6.66 / 5.49 eV
Net charge   0



[2]
Formula: C33H81N7O2
Source: OMol25
Level of theory: ωB97M-V/def2-TZVPD

```
123
Properties=species:S:1:pos:R:3:lowdin_charge:R:1
H -4.184 -3.072 -6.862 0.10
H 8.389 5.496 4.729 0.05
H -0.064 -0.356 5.245 0.05
N 0.858 1.776 5.938 0.12
H -3.231 -5.094 -1.167 0.11
C 1.278 0.918 4.901 -0.56
C -3.399 -3.465 -7.529 -0.28
C -1.342 2.924 2.584 -0.21
H -3.096 -9.484 -0.618 0.07
H 1.992 -0.893 -3.773 0.08
C -3.503 -5.257 -0.120 -0.25
H 8.351 7.100 4.004 0.07
C -0.611 4.111 1.952 -0.16
H 1.362 2.647 5.992 0.07
H -0.468 -2.991 -5.991 0.10
H 7.644 3.535 5.270 0.06
H -0.139 1.928 5.981 0.09
C -2.196 -2.934 -4.705 -0.08
H 5.454 8.178 5.573 0.06
C -1.177 -2.254 1.547 -0.10
C -1.528 2.150 -1.729 -0.07
H -2.069 -1.874 -4.488 0.04
H 0.962 3.094 0.892 0.10
H -0.911 -1.214 -7.310 0.11
H -3.328 -4.535 -7.315 0.12
H -2.095 1.258 -2.002 0.07
H -1.770 -3.494 -3.870 0.07
C 5.100 6.084 6.065 -0.28
H 1.326 1.351 2.400 0.09
H -5.312 -6.336 -0.723 0.06
H 1.292 4.778 1.224 0.11
H -2.732 -0.357 -5.883 0.04
H -3.612 -6.905 2.174 0.10
H -1.992 -1.379 -8.668 0.10
C 4.644 7.526 5.904 -0.09
H -1.132 4.342 1.017 0.11
H -3.266 -3.148 -4.733 0.07
H -2.735 -5.391 2.291 0.11
H -1.884 3.221 3.494 0.13
N -2.088 -2.901 -7.263 -0.20
H 4.286 7.910 6.859 0.07
H 0.226 1.277 -0.850 0.10
H -2.337 -7.166 -1.391 0.11
H 5.999 7.082 3.662 0.10
H -0.369 2.466 -5.953 0.07
C -3.460 -8.555 -0.175 -0.08
C -1.497 -7.134 2.467 -0.09
H -1.034 -2.415 0.471 0.09
H -1.808 2.951 -2.413 0.06
H 5.624 3.621 3.862 0.11
H 5.930 6.052 6.790 0.10
H 6.500 2.341 5.870 0.07
H -0.562 -6.662 2.162 0.08
H 0.796 -0.607 -5.044 0.06
H -4.761 -3.830 -9.154 0.07
H -3.074 -3.637 -9.657 0.08
C 6.422 6.129 3.988 -0.24
H -5.297 -5.853 0.975 0.07
C 0.647 1.989 -4.102 -0.24
H -3.567 0.925 1.250 0.13
C -1.625 0.043 1.448 -0.22
H -0.656 0.233 1.932 0.10
C -0.019 1.887 -1.727 -0.25
H -1.467 -8.181 2.164 0.06
C 5.542 4.006 4.883 -0.26
C 2.100 1.972 2.862 -0.21
H -3.953 -0.822 -7.066 0.07
H -3.306 -4.311 0.396 0.10
H -0.957 -0.224 -3.312 0.09
N 0.732 -0.193 4.630 0.14
N 5.423 5.449 4.799 -0.20
C -0.617 2.073 -4.965 -0.08
H -1.573 -3.171 1.987 0.07
H -2.820 0.474 -7.431 0.07
H -1.054 1.085 -5.113 0.04
H -1.559 -7.110 3.555 0.07
H -0.635 2.136 2.876 0.09
N -2.576 -6.232 0.426 -0.20
C -2.684 -6.397 1.865 -0.28
C 6.667 3.411 5.737 -0.08
C 0.105 -0.156 -3.025 -0.27
N 2.405 1.341 4.148 0.01
H -4.040 -2.227 -9.205 0.06
H 2.585 4.055 2.996 0.10
H -1.456 -4.435 -6.049 0.11
C -1.934 -1.489 -7.583 -0.24
H -4.402 -8.303 -0.659 0.05
H 0.179 -0.621 -2.038 0.12
H 0.510 2.836 -1.595 0.11
H -2.961 0.898 2.913 0.13
C 0.871 3.869 1.664 -0.19
C 0.931 -0.957 -4.019 -0.08
C 1.679 3.444 2.902 -0.19
O -2.116 -1.228 1.794 -0.18
C 7.790 6.400 4.625 -0.08
H 2.984 1.872 2.222 0.12
H -1.427 -7.878 -0.084 0.10
C -2.675 1.065 1.865 -0.18
C -2.403 -7.456 -0.339 -0.25
H 4.587 3.635 5.274 0.09
H 6.551 5.534 3.080 0.11
H 1.081 3.628 3.803 0.10
H 0.978 2.993 -3.824 0.11
H 0.631 -2.004 -3.988 0.06
H -3.668 -8.754 0.878 0.06
H -1.848 2.448 -0.728 0.05
C -3.841 -3.274 -8.972 -0.09
H 3.011 1.934 4.706 0.09
N 0.565 1.213 -2.873 -0.19
H -0.720 4.992 2.593 0.11
C -5.005 -5.552 -0.032 -0.08
H 1.449 1.568 -4.712 0.10
H 7.688 6.850 5.613 0.07
H -1.383 2.717 -4.534 0.06
C -1.503 -3.343 -6.009 -0.25
O -2.267 2.398 1.647 -0.16
H -1.475 0.110 0.358 0.11
H 3.834 7.591 5.176 0.08
H 4.289 5.499 6.510 0.11
C -2.917 -0.499 -6.946 -0.08
H -5.569 -4.652 -0.282 0.07
H -0.212 -2.021 2.012 0.09
H 6.703 3.866 6.728 0.07
```

E_LUMO   0.56 eV
DFT total energy   -1839.61568 a.u.
Maximum force   0.5 eV/A
Relative energy (zero: lowest compared OMol25 entry of this formula, charge and spin)   0.00 kcal/mol
Orbital gap   8.58 eV
Net charge   0